Entry from the OMol25 dataset: C2H5NOS2 in the gas phase in a non-equilibrium geometry (ωB97M-V with the def2-TZVPD basis set).

Calculated values
* HOMO level: -8.7 eV
* Kohn-Sham gap: 9.00 eV
* E_tot: -27361.195 eV
* net charge: 0
* SMILES: ONC(=S)CS

Last columns: bonded neighbours and bond lengths (Å).
Element x y z (Å)
1 O 0.03351 -1.89024 0.18723  N2 1.381, H7 1.002
2 N 0.95926 -0.89611 0.43398  O1 1.381, C3 1.323, H8 1.019
3 C 0.56156 0.35678 0.28629  N2 1.323, S4 1.657, C5 1.497
4 S 1.72239 1.53757 0.21377  C3 1.657
5 C -0.89813 0.63234 0.09906  C3 1.497, S6 1.839, H9 1.092, H10 1.106
6 S -1.27971 0.86394 -1.68509  C5 1.839, H11 1.358
7 H -0.19605 -2.30376 1.07108  O1 1.002
8 H 1.91070 -1.24408 0.32047  N2 1.019
9 H -1.55436 -0.15342 0.47944  C5 1.092
10 H -1.15650 1.61120 0.54516  C5 1.106
11 H -0.10265 1.48579 -1.95138  S6 1.358



Entry from the OMol25 dataset: C2H5NOS2 in the gas phase in a non-equilibrium geometry (ωB97M-V with the def2-TZVPD basis set).

Calculated values
* HOMO level: -8.7 eV
* Kohn-Sham gap: 8.95 eV
* E_tot: -27361.979 eV
* net charge: 0
* SMILES: COC(=S)NS

Last columns: bonded neighbours and bond lengths (Å).
Element x y z (Å)
1 C -0.36767 -0.97701 1.09050  O2 1.433, H7 1.105, H8 1.101, H9 1.090
2 O -1.06737 -0.61934 -0.10753  C1 1.433, C3 1.316
3 C -0.92127 0.56414 -0.66413  O2 1.316, S4 1.629, N5 1.381
4 S -2.14811 1.42201 -1.30731  C3 1.629
5 N 0.38947 0.99710 -0.71085  C3 1.381, S6 1.769, H10 1.016
6 S 1.65303 -0.16586 -1.13389  N5 1.769, H11 1.351
7 H 0.19833 -0.11471 1.48623  C1 1.105
8 H 0.28022 -1.84253 0.88162  C1 1.101
9 H -1.09092 -1.30504 1.83672  C1 1.090
10 H 0.49466 1.89653 -1.17044  N5 1.016
11 H 2.57961 0.14471 -0.20093  S6 1.351



Entry from the OMol25 dataset: 3 unconnected molecules or ions with the total composition C2H5NOS3 in a non-equilibrium geometry (ωB97M-V with the def2-TZVPD basis set).

Calculated values
* HOMO level: -8.6 eV
* Kohn-Sham gap: 8.52 eV
* E_tot: -38195.250 eV
* net charge: 0

Last columns: bonded neighbours and bond lengths (Å).
Element x y z (Å)
1 C 1.83636 -0.63781 0.23642  N3 1.163, O4 1.160
2 C -0.80474 -0.81992 0.26085  S6 1.753, S7 1.681
3 N 1.93580 -1.37703 1.12853  C1 1.163, H9 0.975
4 O 1.90484 0.09566 -0.66005  C1 1.160
5 S -1.22892 2.84192 -1.47038  H8 1.265, H10 1.351
6 S -1.74363 -0.73361 -1.21676  C2 1.753, H11 1.434
7 S -0.93437 -2.23661 1.15566  C2 1.681, H12 1.328
8 H -0.00701 2.62493 -1.71439  S5 1.265
9 H 1.58474 -1.86712 1.89512  N3 0.975
10 H -0.86665 3.18571 -0.21484  S5 1.351
11 H -1.43048 0.62372 -1.55718  S6 1.434
12 H -0.24594 -1.69983 2.15702  S7 1.328